[1]
The following is a DFT calculation (wB97M-V/def2-TZVPD) of 13 unconnected molecules or ions with the total composition C44H121N7O21 at a distorted geometry.

Cartesian coordinates (Å):
C (-1.68639, 4.99174, -3.08116)
C (-1.24216, 6.47352, -2.87229)
C (-0.43595, 6.99304, -4.15073)
O (0.75971, 6.28644, -4.58937)
C (1.79112, 6.46604, -3.62726)
N (-2.31812, 7.35885, -2.52717)
H (-0.80373, 4.35434, -3.13356)
H (-2.19177, 4.91225, -4.04364)
H (-2.52855, 4.73522, -2.43845)
H (-0.51753, 6.47832, -2.05805)
H (-0.13378, 8.02608, -3.97865)
H (-1.08718, 6.95414, -5.02393)
H (1.70584, 5.62970, -2.93344)
H (1.75759, 7.41218, -3.08708)
H (2.82854, 6.49244, -3.96069)
H (-2.83595, 7.09568, -1.70092)
H (-2.95008, 7.22380, -3.30337)
C (-3.50618, -2.56182, -4.49369)
C (-2.66768, -1.42917, -4.90895)
C (-3.37537, -0.10935, -4.55698)
O (-2.58860, 0.91377, -5.19566)
C (-2.99833, 2.22251, -4.74740)
N (-1.46801, -1.50595, -4.15794)
H (-4.16538, -2.79693, -5.32933)
H (-3.90340, -2.40084, -3.49149)
H (-2.87588, -3.43930, -4.34930)
H (-2.48624, -1.38229, -5.98272)
H (-3.36101, -0.01369, -3.47128)
H (-4.40963, -0.16771, -4.89608)
H (-2.25819, 2.94152, -5.09856)
H (-3.04494, 2.25182, -3.65879)
H (-4.00030, 2.40554, -5.13555)
H (-1.68837, -1.47500, -3.17275)
H (-1.13674, -0.56434, -4.31199)
C (3.59454, 0.91909, 2.03112)
C (5.03321, 1.08110, 2.50769)
C (5.22041, 2.28816, 3.41758)
O (6.47864, 2.41165, 4.00988)
C (6.71098, 3.64731, 4.73633)
N (5.42142, -0.02848, 3.26189)
H (2.89711, 0.66454, 2.82918)
H (3.68231, 0.06177, 1.36374)
H (3.09296, 1.72163, 1.49034)
H (5.67894, 1.15814, 1.63293)
H (4.51806, 2.26813, 4.25088)
H (5.03821, 3.23080, 2.90149)
H (7.78224, 3.74466, 4.91247)
H (6.22598, 3.59656, 5.71116)
H (6.41031, 4.60649, 4.31480)
H (6.32291, 0.12238, 3.69162)
H (5.50326, -0.82553, 2.64699)
C (3.54018, 5.65070, 0.77295)
C (3.73052, 6.33538, 2.07327)
C (3.04086, 5.65112, 3.27026)
O (3.28560, 6.46079, 4.44555)
C (2.74185, 5.95021, 5.64909)
N (5.16751, 6.56332, 2.37176)
H (4.12347, 6.12598, -0.01570)
H (2.51190, 5.55119, 0.42535)
H (4.00897, 4.67038, 0.85850)
H (3.20309, 7.28386, 1.97183)
H (3.37523, 4.64008, 3.50285)
H (1.96428, 5.60895, 3.10501)
H (1.80754, 5.46386, 5.36866)
H (2.59128, 6.75672, 6.36670)
H (3.30354, 5.17710, 6.17340)
H (5.42539, 5.73313, 2.88594)
H (5.16835, 7.26743, 3.09586)
C (-8.26064, -6.23764, 2.79394)
C (-6.95146, -5.44274, 2.58780)
C (-6.03955, -5.92595, 1.44031)
O (-5.08902, -4.90940, 1.15079)
C (-4.18126, -5.26610, 0.09621)
N (-7.24171, -4.05323, 2.36845)
H (-8.78542, -5.77930, 3.63216)
H (-7.88830, -7.22804, 3.05583)
H (-8.92731, -6.23174, 1.93161)
H (-6.40842, -5.42832, 3.53278)
H (-6.58906, -6.13368, 0.52216)
H (-5.62968, -6.87282, 1.79182)
H (-4.67563, -5.85158, -0.67897)
H (-3.30650, -5.74508, 0.53606)
H (-3.78370, -4.38393, -0.40562)
H (-6.35447, -3.83779, 1.93660)
H (-7.37554, -3.56276, 3.24116)
C (4.19581, 3.46908, -3.47773)
C (3.07575, 3.47274, -4.49205)
O (3.43361, 2.60223, -5.54426)
O (3.93710, 4.31712, -2.29502)
H (5.16055, 3.71689, -3.92042)
H (4.27204, 2.43360, -3.14596)
H (2.83022, 4.49204, -4.79010)
H (2.11226, 3.11691, -4.12712)
H (2.78617, 2.74683, -6.23817)
H (4.66267, 4.36846, -1.66852)
C (5.13655, -4.91846, 2.23094)
C (4.51813, -3.51038, 2.24514)
O (5.44833, -2.47488, 1.86763)
O (5.30435, -5.47252, 0.93480)
H (4.34589, -5.53734, 2.65513)
H (6.05864, -4.96605, 2.81023)
H (4.07144, -3.31819, 3.22065)
H (3.75727, -3.34018, 1.48341)
H (5.93823, -2.77206, 1.09738)
H (6.12151, -5.09961, 0.59600)
C (2.16506, -1.07524, -2.29748)
C (2.38360, -0.27106, -3.62063)
O (3.75024, 0.14556, -3.84325)
O (2.89708, -2.22651, -2.13061)
H (1.11398, -1.36153, -2.33421)
H (2.25374, -0.48531, -1.38522)
H (1.66885, 0.48228, -3.95185)
H (2.22238, -0.97852, -4.43403)
H (3.84146, 0.93136, -4.38713)
H (2.70302, -2.89363, -2.79310)
C (-6.30492, 2.91148, 0.32551)
C (-4.81917, 3.44162, 0.10630)
O (-4.32762, 3.04126, -1.16504)
O (-7.08708, 3.48674, -0.65244)
H (-6.57543, 3.18648, 1.34497)
H (-6.33448, 1.83506, 0.15654)
H (-4.06076, 3.19288, 0.84862)
H (-4.81878, 4.52920, 0.03364)
H (-4.54282, 3.65960, -1.86713)
H (-7.85655, 2.92714, -0.78039)
C (-4.41020, -1.14155, 2.86316)
C (-4.99494, 0.10456, 2.10902)
O (-6.41134, 0.08923, 2.35628)
O (-4.46018, -1.07256, 4.24159)
H (-3.35781, -1.14180, 2.57931)
H (-4.98913, -2.00602, 2.53814)
H (-4.77920, -0.01150, 1.04690)
H (-4.55049, 1.04066, 2.44707)
H (-6.57255, -0.14471, 3.27328)
H (-3.66806, -0.58522, 4.47960)
C (-0.74003, -1.75449, 5.04058)
C (-1.16057, -0.20537, 4.87586)
O (-2.31118, 0.15518, 5.51111)
O (-1.18835, -2.62604, 4.00835)
H (-1.05122, -2.17775, 5.99563)
H (0.34526, -1.85505, 5.05230)
H (-1.20114, 0.13500, 3.84116)
H (-0.36869, 0.46074, 5.21838)
H (-2.09772, 0.98289, 5.94806)
H (-1.97976, -3.04066, 4.35960)
C (-1.31591, -7.92087, 1.09797)
O (0.04400, -7.49602, 1.10805)
C (0.18461, -6.04338, 1.04028)
C (1.68256, -5.78497, 1.08031)
N (2.40490, -6.00793, -0.19949)
C (1.80570, -5.19834, -1.27389)
C (2.70424, -5.23767, -2.51043)
O (2.31154, -4.44770, -3.55499)
C (3.29330, -4.34867, -4.60168)
H (-1.84485, -7.60445, 0.19896)
H (-1.93690, -7.54110, 1.90929)
H (-1.41151, -9.00515, 1.04048)
H (-0.20454, -5.45874, 1.87386)
H (-0.34599, -5.61293, 0.19100)
H (2.13908, -6.40438, 1.85234)
H (1.99944, -4.78987, 1.39248)
H (3.38226, -5.77859, -0.08869)
H (1.77494, -4.16441, -0.93017)
H (0.80671, -5.59888, -1.44618)
H (2.87819, -6.25448, -2.86250)
H (3.64045, -4.80759, -2.15456)
H (4.21328, -3.84598, -4.30330)
H (2.88532, -3.81548, -5.46039)
H (3.57056, -5.32883, -4.98962)
C (1.04042, 2.85301, -1.00183)
O (0.32190, 1.62588, -0.84282)
C (-1.02146, 1.74525, -1.28416)
C (-1.76409, 0.46784, -0.84409)
N (-1.25744, -0.78204, -1.48759)
C (-1.76650, -2.01873, -0.95728)
C (-1.06781, -2.34725, 0.41170)
O (0.30169, -1.99293, 0.36368)
C (0.98194, -1.94487, 1.65835)
H (1.20641, 3.24593, -2.00490)
H (1.99096, 2.75489, -0.47747)
H (0.58396, 3.68504, -0.46566)
H (-0.99060, 1.88512, -2.36470)
H (-1.52136, 2.60494, -0.83790)
H (-2.80563, 0.62939, -1.12196)
H (-1.77513, 0.45514, 0.24578)
H (-0.30367, -0.89677, -1.17570)
H (-1.49778, -2.74914, -1.72042)
H (-2.85467, -2.05108, -1.01150)
H (-1.11220, -3.42510, 0.56780)
H (-1.63406, -1.81450, 1.17566)
H (2.06941, -1.87842, 1.62549)
H (0.83696, -2.81499, 2.29864)
H (0.59553, -1.19194, 2.34530)

Values from the calculation:
Frontier orbital gap (alpha / beta): 1.7 / 8.5 eV
2S+1: 2
LUMO level (alpha / beta): 1.80 / 1.79 eV
Charge: -1

Results of the Löwdin charge analysis, in e, for atoms 1 through 8:
1 C -0.0520
2 C -0.4250
3 C -0.1615
4 O -0.1863
5 C -0.1349
6 N 0.0360
7 H 0.0677
8 H 0.0591

---

[2]
The following is a DFT calculation (wB97M-V/def2-TZVPD) of a gas-phase ion, CHN4S (charge -1) at a distorted geometry.

Cartesian coordinates (Å):
N (1.30580, -0.41377, 1.25331)
N (0.37704, -1.08435, 0.92944)
C (-0.58721, -0.87202, 0.05864)
N (-0.60463, 0.28223, -0.63174)
N (0.29561, 1.12561, -0.42937)
S (0.57020, 2.56214, -1.07713)
H (-1.35680, -1.59985, -0.10315)

Values from the calculation:
Frontier orbital gap (alpha / beta): 6.8 / 6.8 eV
LUMO level (alpha / beta): 4.17 / 4.17 eV
Charge: -1

Atom-resolved charges from Löwdin, all expressed in e:
1 N 0.1071
2 N -0.1739
3 C -0.3446
4 N -0.1161
5 N -0.7165
6 S 0.1868
7 H 0.0571

---

[3]
The following is a DFT calculation (wB97M-V/def2-TZVPD) of C8H13BO2 in the gas phase at a distorted geometry.

Cartesian coordinates (Å):
C (0.61095, 1.55206, -1.87817)
C (0.39291, 0.17434, -1.34122)
C (-0.43642, -0.71326, -1.90493)
C (-0.78787, -1.96751, -1.29501)
C (-1.17937, -2.03649, -0.00882)
C (-1.33707, -0.85388, 0.79605)
C (-0.41870, 0.11135, 1.01086)
C (-0.90452, 1.41519, 1.60462)
B (1.10844, -0.17108, 1.29001)
O (1.53001, -1.45408, 1.43654)
O (1.90653, 0.90893, 1.52307)
H (1.67281, 1.73496, -2.04399)
H (0.26082, 2.29127, -1.15764)
H (0.07525, 1.70530, -2.81426)
H (1.15899, -0.18563, -0.68574)
H (-1.00787, -0.42845, -2.78313)
H (-0.89769, -2.83336, -1.93347)
H (-1.60275, -2.95843, 0.36740)
H (-2.37055, -0.67565, 1.08877)
H (-0.62694, 1.47832, 2.65626)
H (-1.98326, 1.51716, 1.51605)
H (-0.42228, 2.24952, 1.10067)
H (2.44392, -1.59891, 1.68299)
H (2.81467, 0.73831, 1.77307)

Values from the calculation:
Frontier orbital gap: 8.5 eV
LUMO level: 0.26 eV
Charge: 0

Results of the Löwdin charge analysis, in e, for atoms 1 through 8:
1 C -0.0647
2 C -0.1664
3 C -0.1125
4 C -0.0937
5 C -0.0888
6 C -0.0822
7 C -0.1827
8 C -0.0520

---

[4]
The following is a DFT calculation (wB97M-V/def2-TZVPD) of 2 unconnected molecules or ions with the total composition C10H17P at a distorted geometry.

Cartesian coordinates (Å):
C (-2.98741, 0.77037, 0.50644)
C (-2.24296, 1.89993, 0.60656)
C (-2.45348, -0.36552, -0.12863)
C (-0.90320, 1.83997, 0.06184)
C (-1.35930, -0.33443, -1.10872)
C (-0.40141, 0.83068, -0.69866)
C (-0.70558, -1.67163, -1.40395)
C (-0.92467, -0.83882, 1.71003)
C (2.26786, -0.47227, -1.21297)
C (2.32192, 1.58972, 0.22195)
P (1.38899, 1.13132, -1.22815)
H (-4.01021, 0.83048, 1.02458)
H (-2.68128, 2.84291, 1.14798)
H (-3.14068, -1.24690, -0.12000)
H (-0.27097, 2.69427, 0.24718)
H (-1.83836, 0.10027, -1.99640)
H (-0.30093, -2.26657, -0.54824)
H (0.12169, -1.66409, -2.18302)
H (-1.34321, -2.21550, -1.98877)
H (-0.14365, -1.59251, 1.27083)
H (-1.17126, -0.93633, 2.75148)
H (-0.62521, 0.24716, 1.65161)
H (3.38251, -0.16639, -1.16474)
H (1.98958, -0.97671, -2.14680)
H (2.06061, -1.22665, -0.32582)
H (3.46656, 1.45993, 0.01385)
H (2.16740, 0.87622, 0.99505)
H (1.99862, 2.62345, 0.52427)

Values from the calculation:
Frontier orbital gap (alpha / beta): 7.4 / 7.2 eV
LUMO level (alpha / beta): -0.13 / 0.13 eV
Charge: 0

Results of the Löwdin charge analysis, in e, for atoms 1 through 8:
1 C -0.1556
2 C -0.1117
3 C -0.0988
4 C -0.1897
5 C -0.3645
6 C -0.3262
7 C -0.0784
8 C 0.0590

---

[5]
The following is a DFT calculation (wB97M-V/def2-TZVPD) of a molecular structure, H3NO3Si at a distorted geometry.

Cartesian coordinates (Å):
N (0.03258, -1.97435, -0.49479)
O (1.22969, -2.30290, -0.55663)
O (-0.86385, -2.66049, -1.03354)
O (0.15350, 0.85245, -0.63273)
Si (-0.42406, -0.32503, 0.33839)
H (0.72161, 0.53440, -1.32167)
H (0.42492, -0.76895, 1.44810)
H (-2.18240, -0.58341, 0.06143)

Values from the calculation:
Frontier orbital gap: 10.3 eV
LUMO level: -0.32 eV
Charge: 0

Atom-resolved charges from Löwdin, all expressed in e:
1 N -0.4920
2 O -0.0372
3 O -0.0510
4 O -0.1991
5 Si 0.6733
6 H 0.0500
7 H -0.0092
8 H 0.0653

---

| no. | E (eV) |
| --- | --- |
| 1 | -101005.067 |
| 2 | -17846.398 |
| 3 | -13278.734 |
| 4 | -19928.798 |
| 5 | -15555.976 |